Record 1
C8H13O3P | ωB97M-V with the def2-TZVPD basis set

Atoms and positions in Å:
C (-0.07488, 0.48240, -0.33321)
C (0.93757, 1.26328, 0.04667)
C (-1.58255, 0.77619, -0.38828)
C (2.31136, 0.72926, 0.03751)
C (2.30449, -0.68412, -0.57391)
C (0.93484, 2.70366, 0.46512)
C (-3.61860, -0.51705, 0.00839)
C (0.13970, -2.27608, 0.69731)
O (-2.08808, 1.77389, -0.74342)
O (0.16400, -1.75044, -2.00717)
O (-2.21845, -0.33911, 0.14412)
P (0.54242, -1.19951, -0.70773)
H (3.05687, 1.41003, -0.51239)
H (2.66222, 0.64545, 1.14818)
H (2.56138, -0.78270, -1.66490)
H (2.76192, -1.45254, -0.09463)
H (0.06746, 2.99676, 0.94191)
H (1.06918, 3.27135, -0.39005)
H (1.88461, 2.59410, 0.99953)
H (-3.82796, -1.31272, -0.73285)
H (-4.12083, 0.37926, -0.13114)
H (-3.96522, -1.02925, 0.96594)
H (0.90344, -3.04269, 0.78875)
H (-0.04943, -1.88388, 1.66956)
H (-0.75546, -2.75552, 0.36670)

Computed properties:
- 2S+1: 1
- Frontier orbital gap: 10.473 eV
- Relative energy (zero: lowest compared OMol25 entry of this formula, charge and spin): 1.220 eV
- E_HOMO: -9.750 eV

---

Record 2
C8H16F12LiO6P2 | ωB97M-V with the def2-TZVPD basis set

Atoms and positions in Å:
Li (16.78555, -0.18149, -3.76957)
P (15.47529, 0.22802, -6.33925)
F (16.42582, -1.07199, -6.73834)
F (16.72495, 0.83785, -5.49974)
F (15.99133, 1.11807, -7.59405)
F (14.48634, 1.44893, -5.80167)
F (14.30331, -0.40772, -7.26019)
F (15.08618, -0.69799, -5.13403)
P (16.52006, 1.04177, -1.20252)
F (15.23761, 0.69520, -2.17383)
F (15.79675, 0.25820, -0.02355)
F (17.21091, -0.35887, -1.70916)
F (17.79112, 1.45637, -0.33894)
F (17.21814, 1.72128, -2.52101)
F (15.73980, 2.42787, -0.72056)
C (18.17467, -4.77515, -6.82982)
C (17.32230, -3.82737, -6.03240)
O (17.46508, -4.21842, -4.62916)
C (17.07881, -3.33421, -3.71864)
O (16.95875, -2.15556, -3.83357)
O (17.06024, -4.07300, -2.56432)
C (16.79267, -3.38162, -1.32952)
H (18.15137, -4.54244, -7.89443)
H (17.78013, -5.77542, -6.65124)
H (19.21343, -4.72900, -6.50279)
H (16.28882, -3.95983, -6.35252)
H (17.63213, -2.78839, -6.14478)
H (16.39719, -4.04090, -0.55684)
H (16.07494, -2.56565, -1.41413)
H (17.69109, -2.95731, -0.88130)
C (20.69233, -2.48048, -7.06597)
C (20.39843, -1.74200, -5.72882)
O (20.42688, -0.34841, -5.73227)
C (19.77408, 0.42971, -4.80920)
O (18.90453, 0.00701, -3.97594)
O (20.28769, 1.65226, -4.86645)
C (19.79989, 2.62371, -3.90622)
H (21.67219, -2.15145, -7.41196)
H (19.83727, -2.28380, -7.71272)
H (20.74908, -3.56582, -6.98276)
H (21.10226, -2.05721, -4.95852)
H (19.37085, -2.00904, -5.48211)
H (20.34023, 3.56997, -3.93283)
H (19.80008, 2.21253, -2.89675)
H (18.76102, 2.95338, -3.89342)

Computed properties:
- 2S+1: 1
- Frontier orbital gap: 11.215 eV
- Relative energy (zero: lowest compared OMol25 entry of this formula, charge and spin): 1.614 eV
- Total charge: -1
- E_HOMO: -8.603 eV

---

Record 3
C11H17NO2 | ωB97M-V with the def2-TZVPD basis set

Atoms and positions in Å:
C (-2.69222, 2.42388, -0.49895)
C (-2.81313, 3.84387, -1.01175)
C (-3.65417, 1.43598, -1.22778)
O (-4.84144, 1.53966, -1.37489)
N (-2.94192, 0.38561, -1.76840)
H (-1.67923, 2.05108, -0.51206)
H (-3.23152, 2.49032, 0.45552)
H (-2.63529, 4.00249, -2.07605)
H (-3.40236, -0.33571, -2.30448)
H (-1.96611, 0.56389, -1.89992)
H (-2.10621, 4.41865, -0.39146)
H (-3.72775, 4.42125, -0.87318)
C (1.44036, -2.82966, -0.55359)
C (-0.05001, -3.01702, -0.56134)
C (1.95335, -1.67770, 0.26844)
C (3.24023, -1.88119, 0.77981)
C (1.24503, -0.46951, 0.50378)
C (3.68233, -1.02414, 1.77642)
C (1.69419, 0.47077, 1.38227)
C (2.94296, 0.12334, 2.00641)
O (3.28348, 1.01614, 2.93364)
H (2.01540, -3.70803, -0.29460)
H (1.83257, -2.66232, -1.58392)
H (-0.45949, -2.55587, 0.33561)
H (3.91473, -2.68707, 0.52416)
H (0.16107, -0.50451, 0.38847)
H (4.60247, -1.10853, 2.34234)
H (1.22943, 1.39488, 1.68771)
H (4.17692, 0.86279, 3.31989)
H (-0.44816, -4.04555, -0.39019)
H (-0.76552, -2.93778, -1.38191)

Computed properties:
- 2S+1: 2
- Frontier orbital gap (spin up / spin down): 7.730 / 4.131 eV
- Relative energy (zero: lowest compared OMol25 entry of this formula, charge and spin): 0.000 eV
- Total charge: +1
- E_HOMO (spin up / spin down): -11.737 / -11.737 eV

---

Record 4
C2H8OS | ωB97M-V with the def2-TZVPD basis set

Atoms and positions in Å:
C (0.36310, -0.86995, -2.33293)
S (0.93650, 0.21390, -1.00697)
H (-0.24344, -1.68411, -1.95686)
H (-0.16668, -0.32328, -3.10637)
H (1.26572, -1.30667, -2.76359)
H (-0.25874, 0.56142, -0.51213)
C (-0.52659, -0.14011, 2.46617)
O (-1.36768, 0.59519, 1.56962)
H (0.37080, 0.43354, 2.69452)
H (-1.05340, -0.38738, 3.39103)
H (-0.19231, -1.05084, 1.97829)
H (-2.10897, 0.94250, 2.07533)

Computed properties:
- 2S+1: 1
- Frontier orbital gap: 9.635 eV
- Relative energy (zero: lowest compared OMol25 entry of this formula, charge and spin): 0.693 eV
- E_HOMO: -8.757 eV

---

Record 5
C40H35N10O4Ti | ωB97M-V with the def2-TZVPD basis set

Atoms and positions in Å:
Ti (-0.13589, -0.03165, -0.47862)
O (-0.73684, -2.84782, -2.96361)
C (-0.18721, -1.83551, -2.66209)
O (0.10717, -1.49965, -1.39650)
C (0.20658, -0.73284, -3.59673)
C (0.02706, -0.88879, -4.97397)
C (0.18483, 0.21483, -5.77135)
C (0.56034, 1.44212, -5.19060)
C (0.70117, 2.62885, -5.94726)
C (1.11378, 3.78716, -5.35228)
C (1.44552, 3.79752, -3.97999)
C (1.30614, 2.67315, -3.21530)
C (0.82057, 1.47686, -3.78891)
N (0.60427, 0.38574, -3.00588)
H (-0.25704, -1.85827, -5.35969)
H (0.02370, 0.15438, -6.84073)
H (0.49091, 2.59143, -7.00894)
H (1.21336, 4.69303, -5.93428)
H (1.82321, 4.71169, -3.54029)
H (1.58967, 2.66642, -2.17024)
C (2.88080, 3.68775, 2.95293)
C (3.40449, 2.83851, 1.98428)
C (2.58374, 2.29890, 1.01332)
C (1.21931, 2.61009, 0.99969)
C (0.70201, 3.49546, 1.95840)
C (1.52781, 4.01448, 2.93237)
N (0.38405, 2.06473, -0.00386)
N (-0.55048, 2.84021, -0.32928)
C (-1.41584, 2.42343, -1.32028)
C (-2.18000, 3.38686, -1.96443)
C (-3.01972, 2.98451, -2.98908)
C (-3.08619, 1.63296, -3.30611)
C (-2.31376, 0.73264, -2.59758)
N (-1.47559, 1.11196, -1.62505)
H (3.53162, 4.11429, 3.70442)
H (4.46458, 2.62271, 1.97692)
H (3.00552, 1.71470, 0.20911)
H (-0.34973, 3.74584, 1.93493)
H (1.12103, 4.68196, 3.68007)
H (-2.08315, 4.41816, -1.65488)
H (-3.61870, 3.70740, -3.52697)
H (-3.74359, 1.27602, -4.08668)
H (-2.36697, -0.32531, -2.82266)
O (3.47829, -2.73170, 5.64114)
N (2.91761, -1.69773, 5.37514)
O (2.63361, -0.79476, 6.13671)
C (2.59235, -1.46814, 3.94558)
C (3.49444, -1.89855, 3.04024)
C (3.32348, -1.60608, 1.65239)
C (4.26442, -1.95459, 0.66691)
C (4.03307, -1.58372, -0.63750)
C (2.86862, -0.88538, -0.95478)
N (1.95527, -0.56073, -0.04648)
C (2.17335, -0.92121, 1.24108)
C (1.18093, -0.54333, 2.19960)
N (0.07911, 0.06994, 1.71526)
C (-0.82914, 0.50700, 2.57372)
C (-0.70581, 0.33694, 3.94689)
C (0.39537, -0.31384, 4.45597)
C (1.39216, -0.76854, 3.57035)
H (4.36566, -2.44876, 3.37372)
H (5.15767, -2.50038, 0.94492)
H (4.73942, -1.82689, -1.41867)
H (2.67726, -0.56840, -1.97164)
H (-1.69275, 1.01628, 2.16104)
H (-1.47221, 0.71918, 4.60641)
H (0.50149, -0.45287, 5.52067)
C (-1.58171, -4.54831, 2.40474)
C (-0.54136, -4.25000, 1.35267)
N (-0.64382, -2.83872, 0.95709)
C (-1.83764, -2.19280, 0.81693)
N (-1.84120, -0.94934, 0.26250)
C (-3.14122, -0.24455, 0.17438)
C (-4.15750, -0.70107, 1.20235)
C (-4.25611, -2.20251, 1.12045)
N (-2.92928, -2.78249, 1.30800)
C (-2.93324, -4.14898, 1.85530)
H (-1.35946, -4.00308, 3.32401)
H (-1.58940, -5.61183, 2.63474)
H (-0.67662, -4.90133, 0.48529)
H (0.46466, -4.40582, 1.74197)
H (0.01259, -2.61191, 0.23639)
H (-3.57394, -0.38840, -0.81759)
H (-2.96888, 0.82431, 0.30718)
H (-5.12315, -0.25195, 0.97609)
H (-3.86295, -0.39535, 2.20840)
H (-4.66256, -2.51664, 0.15457)
H (-4.91060, -2.59145, 1.89702)
H (-3.25043, -4.84301, 1.07198)
H (-3.68242, -4.17537, 2.64455)

Computed properties:
- 2S+1: 1
- Frontier orbital gap: 6.192 eV
- Relative energy (zero: lowest compared OMol25 entry of this formula, charge and spin): 0.990 eV
- Total charge: +3
- E_HOMO: -16.384 eV

---

Record 6
C7H9BrSi | ωB97M-V with the def2-TZVPD basis set

Atoms and positions in Å:
C (-1.83544, 2.34796, 0.08505)
C (-2.05163, 1.22620, -0.71570)
C (-0.55245, 2.52319, 0.64802)
C (-1.05328, 0.26836, -0.80048)
C (0.50065, 1.61009, 0.40224)
C (0.23134, 0.49821, -0.43164)
C (0.96286, -3.62272, 0.92159)
Si (1.59477, -0.82113, -0.82586)
Br (3.55930, 0.06119, 0.01639)
H (-2.68095, 2.96968, 0.24332)
H (-3.06459, 1.07896, -0.98171)
H (-0.68093, 3.43235, 1.21322)
H (-1.24125, -0.67282, -1.40370)
H (1.45080, 1.54781, 0.88265)
H (0.18681, -3.13340, 1.42686)
H (0.86002, -4.08624, 0.05540)
H (1.86366, -3.96690, 1.38984)
H (1.95032, -1.26078, -2.12550)

Computed properties:
- 2S+1: 1
- Frontier orbital gap (spin up / spin down): 8.009 / 7.638 eV
- Relative energy (zero: lowest compared OMol25 entry of this formula, charge and spin): 3.917 eV
- E_HOMO (spin up / spin down): -8.855 / -7.644 eV

---

Record 7
CoH13O7 | ωB97M-V with the def2-TZVPD basis set

Atoms and positions in Å:
Co (7.40627, -4.97960, 32.05848)
O (5.90457, -4.24676, 33.03309)
H (5.69424, -3.29613, 32.95191)
O (6.78515, -2.78918, 35.09697)
H (6.21820, -2.01830, 35.07344)
H (6.46390, -3.34510, 34.38705)
O (8.67336, -3.52826, 32.78091)
H (9.59028, -3.42499, 32.52630)
H (8.45392, -2.70923, 33.22506)
O (8.29756, -6.46491, 33.17745)
H (9.13562, -6.56473, 33.62903)
H (7.82290, -7.27330, 33.37094)
O (6.32922, -6.42362, 31.06560)
H (5.38424, -6.46689, 30.91938)
H (6.71120, -6.83288, 30.28918)
O (8.85957, -5.52455, 30.63177)
H (9.11215, -4.80633, 30.05159)
H (9.40939, -6.25877, 30.35817)
O (6.75584, -3.37981, 30.46845)
H (7.23141, -2.61811, 30.13699)
H (6.00525, -3.46837, 29.88108)

Computed properties:
- 2S+1: 5
- Frontier orbital gap (spin up / spin down): 3.641 / 9.259 eV
- E_HOMO (spin up / spin down): -3.353 / -9.257 eV

---

Record 8
C19H15Cl5F6IrO | ωB97M-V with the def2-TZVPD basis set

Atoms and positions in Å:
Ir (0.27836, 0.24534, 0.38477)
C (-0.73402, 3.75488, 0.37862)
C (0.35201, 2.73482, 0.55383)
C (0.57001, 2.09611, 1.78910)
C (1.59540, 1.13357, 1.98340)
C (1.81892, 0.52552, 3.33077)
C (2.40889, 0.82913, 0.88117)
C (2.27382, 1.48002, -0.36683)
C (3.29943, 1.31266, -1.43559)
C (1.19179, 2.38957, -0.52533)
H (-1.18685, 3.68504, -0.61265)
H (-0.30937, 4.75592, 0.48600)
H (-1.51104, 3.63469, 1.13073)
H (-0.10497, 2.29689, 2.61352)
H (2.48535, 1.17696, 3.90129)
H (2.28059, -0.45717, 3.25604)
H (0.88224, 0.42830, 3.87618)
H (3.18627, 0.08236, 0.99434)
H (2.89472, 1.51618, -2.42222)
H (3.74586, 0.32183, -1.42206)
H (4.08750, 2.04482, -1.23128)
H (1.03338, 2.86417, -1.48716)
C (-3.99266, -0.05378, 0.09223)
C (-2.65178, -0.14066, -0.62453)
O (-1.64235, 0.04581, 0.30584)
C (-2.53522, 0.99529, -1.67263)
F (-2.87309, 2.17328, -1.12213)
F (-3.30403, 0.79791, -2.73470)
F (-1.26631, 1.14808, -2.10066)
C (-2.56392, -1.52466, -1.31984)
F (-1.53938, -1.57897, -2.18548)
F (-2.38436, -2.47968, -0.40644)
F (-3.66995, -1.82549, -1.99654)
H (-4.01462, 0.85364, 0.69070)
H (-4.10042, -0.91659, 0.74744)
H (-4.81515, -0.03865, -0.61914)
Cl (1.47843, -1.04498, -2.56499)
C (1.23731, -2.13905, -1.24990)
C (0.70730, -1.66420, -0.07974)
C (0.41037, -2.57390, 0.90329)
Cl (-0.31761, -1.92173, 2.35163)
C (0.65143, -3.92756, 0.78466)
Cl (0.26948, -5.00091, 2.06019)
C (1.21280, -4.39563, -0.40051)
Cl (1.52933, -6.06336, -0.58891)
C (1.49531, -3.50104, -1.42410)
Cl (2.14085, -4.07477, -2.90242)

Computed properties:
- 2S+1: 1
- Frontier orbital gap (spin up / spin down): 6.115 / 5.912 eV
- Total charge: +1
- E_HOMO (spin up / spin down): -11.784 / -11.821 eV

---

The highest 2S+1 belongs to which entry? CoH13O7

---

The highest 2S+1 belongs to which entry? CoH13O7

---

Look up the 2S+1 of the sixth one. 1

---

The highest 2S+1 belongs to which entry? CoH13O7